The following is a DFT calculation (ωB97M-V/def2-TZVPD) of a 10-piece molecular cluster, C10H10Cl30 overall in a non-equilibrium geometry.

ORCA input file:
```
! wB97M-V def2-TZVPD RIJCOSX def2/J DEFGRID3
* xyz 0 1
C 11.09 6.00 10.27
Cl 12.60 14.81 8.71
Cl 16.18 8.78 9.57
H 13.46 13.01 9.81
H 14.12 8.76 10.64
C 11.87 9.12 13.74
H 13.10 12.57 16.87
Cl 12.35 7.46 13.06
Cl 6.86 8.72 9.07
Cl 6.59 6.71 12.39
H 7.36 8.45 14.75
C 14.63 9.46 9.97
Cl 9.12 9.62 15.86
Cl 8.11 9.93 13.17
Cl 9.40 9.17 10.29
Cl 13.53 9.73 8.49
Cl 8.51 10.95 8.15
C 9.59 13.05 15.53
Cl 14.83 10.93 10.92
Cl 12.93 9.57 15.00
Cl 14.70 12.99 15.21
Cl 7.05 4.57 14.27
Cl 12.01 4.69 11.06
H 9.09 12.24 15.98
C 10.49 10.02 19.88
H 10.87 9.02 14.12
Cl 14.83 11.17 17.48
Cl 9.12 11.03 19.35
C 8.47 9.29 8.78
H 10.71 6.55 11.16
C 7.71 5.53 12.93
Cl 10.25 14.17 16.78
Cl 12.36 14.10 11.50
Cl 11.12 12.37 9.57
Cl 11.00 12.50 14.57
C 14.15 12.75 16.87
C 7.64 9.46 14.82
H 7.88 4.85 12.09
H 8.98 8.64 8.05
C 12.43 13.48 9.82
H 10.55 10.20 20.95
Cl 12.04 10.58 19.21
Cl 12.02 6.94 9.19
Cl 9.25 6.25 13.44
Cl 6.37 10.43 15.57
Cl 11.86 10.22 12.41
Cl 10.26 8.32 19.39
Cl 9.62 5.36 9.45
Cl 14.52 14.05 17.98
Cl 8.44 13.89 14.52
*
```

Output
* energy relative to the best compared isomer or geometry (same formula, charge and spin): 0.0 kJ/mol
* M: 1193.8 g/mol
* SMILES: ClC(Cl)Cl.ClC(Cl)Cl.ClC(Cl)Cl.ClC(Cl)Cl.ClC(Cl)Cl.ClC(Cl)Cl.ClC(Cl)Cl.ClC(Cl)Cl.ClC(Cl)Cl.ClC(Cl)Cl
* Kohn-Sham gap: 11.13 eV
* highest occupied orbital energy: -10.9 eV

Taken from the natural (NBO) analysis, the atomic charges in e are: -0.32 0.03 0.05 0.25 0.24 -0.28 0.23 -0.07 0.04 0.05 0.22 -0.27 -0.03 0.02 0.00 -0.03 0.02 -0.26 0.02 0.07 0.03 0.02 0.00 0.23 -0.27 0.24 -0.03 0.01 -0.30 0.26 -0.30 -0.01 -0.01 0.05 0.00 -0.26 -0.25 0.24 0.24 -0.32 0.23 0.01 0.07 0.00 0.04 0.04 0.02 -0.02 0.04 0.03

***

The following is a DFT calculation (ωB97M-V/def2-TZVPD) of a 2-piece molecular cluster, C3H12NO2 overall in a non-equilibrium geometry.

ORCA input file:
```
! wB97M-V def2-TZVPD RIJCOSX def2/J DEFGRID3
* xyz 1 1
H -0.07 -1.57 -1.64
N 0.42 -0.80 -1.19
O 2.88 1.00 -0.19
C -1.43 0.72 0.51
C 0.49 -0.96 0.31
H 1.08 -0.16 0.73
H -0.10 0.05 -1.43
C -0.85 -0.59 0.99
H -2.99 0.45 -0.79
H -2.28 0.98 1.15
H -0.56 -0.42 2.04
H -1.60 -1.36 1.17
H -0.78 1.59 0.40
H 0.96 -1.93 0.43
O -2.01 0.55 -0.82
H 2.60 1.16 0.69
H 1.31 -0.56 -1.65
H 2.93 1.84 -0.70
*
```

Output
* energy relative to the best compared isomer or geometry (same formula, charge and spin): 108.5 kJ/mol
* M: 94.1 g/mol
* Kohn-Sham gap: 11.68 eV
* highest occupied orbital energy: -14.9 eV

Taken from the natural (NBO) analysis, the atomic charges in e are: 0.44 -0.69 -0.97 -0.10 -0.21 0.23 0.46 -0.46 0.50 0.21 0.24 0.25 0.20 0.24 -0.78 0.48 0.46 0.50

***

The following is a DFT calculation (ωB97M-V/def2-TZVPD) of C28H44FeI2N3O5S2Si as an isolated structure in a non-equilibrium geometry.

ORCA input file:
```
! wB97M-V def2-TZVPD RIJCOSX def2/J DEFGRID3
* xyz 0 2
O 2.72 -1.42 0.25
H 0.66 -5.04 -1.82
C -5.29 1.92 -2.32
H 3.44 1.10 0.09
O 0.32 -2.36 0.15
C -0.76 -1.68 3.46
H -0.46 -1.58 -1.04
C -0.43 5.24 -1.96
C 1.00 -3.24 4.34
N -2.56 -0.08 0.94
H 3.99 -1.64 2.55
H 1.00 0.21 4.30
C -3.56 3.04 -0.55
S 0.50 0.62 0.86
C -0.23 3.41 -0.24
C 1.13 -0.17 -2.63
I -0.42 7.67 -3.77
N -3.50 1.76 -0.78
H 4.40 -0.55 -1.56
H 5.88 -0.84 -0.61
H 0.70 -0.87 5.68
H -1.08 -2.39 2.70
H 1.29 -3.40 -2.02
H 0.02 5.93 -1.25
H 1.61 0.03 -3.60
H 0.54 -3.34 5.32
C -0.22 -0.81 -2.86
C -4.34 1.18 -1.64
C 0.73 -1.86 3.76
H -2.33 4.51 0.42
H 1.66 -5.47 0.41
H 0.63 2.75 -0.31
C -0.76 5.68 -3.23
C -1.34 4.80 -4.14
C 0.42 -3.79 -0.09
H 0.04 4.27 0.37
C 1.68 -4.39 0.54
O 1.52 -1.75 2.57
H -0.87 -5.49 0.21
H 4.74 -2.77 1.41
C 0.48 -3.99 -1.60
I -2.45 2.13 -5.07
H -4.48 4.93 -0.97
C 3.98 0.56 0.87
H 2.57 -3.99 0.06
N -1.32 2.64 0.39
C 4.04 -0.92 0.53
H 4.99 0.98 0.96
C 1.21 -0.78 4.72
H 4.81 -2.19 -1.03
H 1.78 -0.81 -2.03
H -0.84 -0.17 -3.49
H 0.60 -4.02 3.69
C -5.35 3.29 -2.08
C -4.47 3.87 -1.18
C -0.62 3.92 -1.60
H -0.11 -1.78 -3.36
C -2.55 3.45 0.50
H -1.34 -1.84 4.37
H -6.07 3.91 -2.60
C -0.83 -4.43 0.48
H -0.85 -4.35 1.57
H 1.73 -4.17 1.61
H -1.61 5.14 -5.13
H -0.47 -3.70 -2.07
H 2.08 -3.40 4.44
H -5.94 1.45 -3.03
C -3.21 0.24 1.87
H -3.01 3.26 1.47
C 4.84 -1.14 -0.75
Fe -1.41 0.77 -0.42
H -1.01 2.32 1.31
H -0.95 -0.67 3.09
C -1.55 3.49 -3.76
C -1.16 2.99 -2.50
C 4.64 -1.71 1.68
S -4.09 0.69 3.13
O -1.28 1.75 -2.17
H -1.72 -3.93 0.09
H 5.63 -1.32 1.94
H 1.00 0.78 -2.11
H -4.21 0.11 -1.79
H 2.28 -0.88 4.88
Si 1.29 -1.35 1.02
O -0.98 -1.01 -1.65
H 3.45 0.71 1.82
*
```

Output
* M: 904.5 g/mol
* Kohn-Sham gap (spin up / spin down): 6.41 / 7.41 eV
* highest occupied orbital energy (spin up / spin down): -7.8 / -7.9 eV

Taken from the Mulliken analysis, the atomic charges in e are: 0.17 0.57 -0.89 0.18 0.36 -1.01 0.13 -0.71 -1.75 -0.48 0.09 0.31 1.08 -0.29 -0.73 -0.29 0.05 0.35 0.34 0.45 0.49 0.04 0.27 0.44 0.60 0.45 -0.17 -0.31 1.85 0.44 0.56 -0.04 -0.51 -0.26 1.66 0.52 -1.32 0.99 0.42 0.30 -1.75 -0.06 0.52 -1.39 0.22 0.23 1.55 0.54 -1.82 0.35 -0.32 0.16 0.28 -0.35 -1.00 0.95 0.57 -1.40 0.58 0.40 -1.54 0.26 0.14 0.41 0.24 0.32 0.45 0.54 0.50 -1.79 0.16 0.44 0.07 -0.46 -0.19 -1.38 -0.41 0.45 0.26 0.49 -0.21 0.43 0.33 -1.68 -0.60 0.19

***

The following is a DFT calculation (ωB97M-V/def2-TZVPD) of a 7-piece molecular cluster, C53H46ClNO30P2 overall in a non-equilibrium geometry.

ORCA input file:
```
! wB97M-V def2-TZVPD RIJCOSX def2/J DEFGRID3
* xyz 0 1
O 4.47 3.80 7.06
C 4.97 -6.21 -1.53
H -4.79 3.61 -1.04
O -1.43 5.80 -1.10
H 0.65 3.34 2.92
H 4.03 3.79 6.19
O 4.10 5.72 -1.03
H -1.04 8.64 -0.60
C 5.57 3.54 1.68
O -4.48 -5.06 -4.59
C 0.37 -0.96 3.02
H -4.76 1.81 -1.84
C 0.12 0.79 -7.77
O -7.95 -4.62 -3.21
C 0.14 3.61 0.19
H -9.14 -5.26 -7.47
O 0.23 4.37 -2.65
C 2.07 2.21 -6.97
C 1.41 2.46 -5.83
O -2.08 3.19 -1.90
C -8.73 -4.40 -4.14
C -3.36 -3.42 -1.02
C 7.32 4.25 0.10
N -2.41 0.42 7.29
C -0.88 6.38 0.13
H -3.60 -2.16 7.14
O -11.85 -2.52 -4.88
O 8.97 0.51 6.33
C 3.13 -5.52 -0.05
H -0.64 8.38 1.26
H -2.41 8.07 0.69
H 8.64 2.93 1.55
H -2.43 1.42 -0.77
H -2.73 1.26 6.73
O -0.44 0.01 -8.76
O -0.51 2.10 -4.52
O 0.95 -5.89 -0.88
C 5.58 2.99 6.93
O 3.40 4.37 1.25
C -2.77 2.56 -0.76
C -5.16 -3.99 -2.60
C 0.82 2.18 2.89
C -2.74 -4.56 -3.09
C 2.16 -5.99 -1.05
H -2.60 3.09 0.27
H 1.90 2.20 -0.36
O 8.51 4.22 -0.21
C 1.19 -0.26 1.74
H -1.61 -4.13 4.22
C 2.69 -6.60 -2.30
H -12.29 -2.54 -5.76
O 1.77 -7.06 -3.22
H 5.22 3.01 2.56
O 1.49 2.01 5.43
C 7.59 1.92 7.81
O -3.05 -2.90 0.04
H -6.91 -5.80 -4.73
O 7.79 2.79 2.02
O -2.61 -4.47 6.94
C 0.83 2.12 0.10
H 3.05 2.63 -7.17
H -4.87 2.09 0.07
C 0.18 -0.08 4.43
H -1.24 5.85 1.12
O -1.81 -5.13 -3.94
H 6.25 -5.37 0.27
H -2.33 -5.45 -4.71
O 8.36 1.70 8.73
C 6.32 5.00 -0.68
H 1.29 3.29 -4.13
O 6.18 -6.28 -1.71
H -1.52 0.63 -6.44
O -7.35 -5.81 -5.61
H 6.25 3.24 8.93
O 2.01 -0.95 0.92
C 7.84 1.30 6.47
C -8.48 -5.02 -5.47
C 6.85 3.51 1.30
H -0.62 3.75 1.08
H 1.04 4.37 0.41
H 9.40 0.52 7.21
C -0.88 0.28 7.13
O 1.95 3.27 -4.85
C 4.58 4.31 0.92
H -10.07 -3.08 -3.02
H -2.65 0.65 8.27
C 4.00 -6.70 -2.52
O 2.07 1.10 -9.05
H -5.20 -2.58 0.20
C 5.82 2.35 5.61
H 6.67 5.52 -1.56
H 0.89 -6.87 -2.83
C -10.74 -3.33 -5.01
H 4.40 -7.15 -3.43
C -4.43 2.50 -0.96
O -11.29 -3.78 -7.25
H -1.62 -2.65 8.33
H 7.18 1.06 4.48
O -5.72 -2.91 -0.57
C -9.91 -3.54 -3.99
C -1.32 -2.15 5.66
H -0.48 1.40 7.02
C -0.65 -0.62 5.75
C 6.41 2.78 7.96
C 0.95 1.39 1.60
C 7.01 1.51 5.45
P -2.35 -2.92 7.12
O 5.03 2.54 4.69
H 0.31 6.40 0.02
C 1.48 1.36 -8.01
H -0.37 -0.19 8.08
H 0.23 -0.02 -9.48
C -4.79 -3.45 -1.43
H 3.25 5.59 -0.56
O 5.37 -5.19 0.67
C -9.31 -4.82 -6.49
C 0.06 1.88 -5.58
C -1.13 -3.05 4.27
H 0.20 1.44 -0.65
C -2.37 -4.02 -1.93
C -1.29 7.99 0.34
C -0.54 1.04 -6.63
H -1.33 -4.00 -1.61
C -0.29 -2.48 2.95
H 2.74 -5.09 0.87
C -4.17 -4.57 -3.51
P -0.75 4.19 -1.39
C 5.04 5.02 -0.30
H -6.20 -4.02 -2.91
C 4.45 -5.63 -0.27
C -10.50 -3.97 -6.34
Cl -0.10 -3.53 1.39
C 0.88 1.44 4.39
*
```

Output
* M: 1274.3 g/mol
* SMILES: CCOP(=O)(CCC1=CC(=O)c2c(CN)c([PH2]=O)cc(Cl)c2C1=O)OCC.O=C1C=C(O)C(=O)C=C1O.O=C1C=C(O)C(=O)C=C1O.O=C1C=C(O)C(=O)C=C1O.O=C1C=C(O)C(=O)C=C1O.O=C1C=C(O)C(=O)C=C1O.O=C1C=C(O)C(=O)C=C1O
* Kohn-Sham gap: 7.19 eV
* highest occupied orbital energy: -9.3 eV

Atom charges from the Mulliken analysis, given in e for atoms 1 to 99: -0.59 0.85 0.30 -0.39 0.21 0.32 -0.56 0.32 -0.93 -0.67 0.09 0.28 0.38 -0.66 -0.64 0.43 -0.72 -0.77 0.26 -0.36 0.97 0.92 0.87 -0.57 0.27 0.12 -0.56 -0.57 -0.94 0.31 0.31 0.34 0.15 0.23 -0.58 -0.38 -0.60 0.27 -0.53 0.11 -0.65 -0.44 0.37 1.00 0.17 0.27 -0.61 0.31 0.37 0.35 0.35 -0.58 0.61 -0.57 0.86 -0.60 0.31 -0.51 -0.65 -0.34 0.44 0.32 0.14 0.14 -0.54 0.35 0.34 -0.61 -0.80 0.29 -0.61 0.44 -0.60 0.42 -0.54 0.40 0.26 0.20 0.35 0.23 0.35 -0.58 -0.50 1.00 0.45 0.25 -0.84 -0.62 0.34 0.82 0.45 0.34 0.39 0.42 -1.06 -0.61 0.09 0.44 -0.59

***

The following is a DFT calculation (ωB97M-V/def2-TZVPD) of C5H14N6PS as an isolated structure in a non-equilibrium geometry.

ORCA input file:
```
! wB97M-V def2-TZVPD RIJCOSX def2/J DEFGRID3
* xyz 1 1
N -2.33 -0.78 -0.94
H -3.30 1.12 1.44
H -2.76 -1.43 -1.57
N -1.37 1.26 0.67
H -0.15 2.72 1.18
C 2.50 0.95 -0.39
N -2.68 0.77 0.78
H -0.77 1.98 2.59
H 1.59 1.76 -0.33
H 2.91 1.09 -1.34
H 0.15 -2.09 -1.86
H -0.72 -1.23 -3.06
H 4.27 -1.86 0.30
N 2.38 -1.20 0.49
C -1.05 2.31 1.56
H -4.20 -0.43 0.04
N -0.95 -0.45 -1.02
C 3.38 -1.91 0.85
H 3.20 -2.78 1.46
H 3.20 1.25 0.29
H -1.91 3.07 1.62
H 0.50 -0.45 -2.35
N 1.99 -0.33 -0.29
C -3.11 -0.23 -0.02
P -0.17 -0.15 0.48
C -0.24 -1.14 -2.08
S -0.35 -1.81 1.51
*
```

Output
* energy relative to the best compared isomer or geometry (same formula, charge and spin): 101.7 kJ/mol
* M: 221.3 g/mol
* Kohn-Sham gap: 6.84 eV
* highest occupied orbital energy: -11.4 eV

Taken from the natural (NBO) analysis, the atomic charges in e are: -0.35 0.42 0.44 -0.51 0.22 -0.43 -0.37 0.20 0.21 0.23 0.21 0.22 0.19 -0.07 -0.43 0.25 -0.59 -0.11 0.22 0.21 0.22 0.23 -0.17 0.31 1.16 -0.43 -0.49

***

The following is a DFT calculation (ωB97M-V/def2-TZVPD) of C32H40GeIrN7S2 as an isolated structure.

ORCA input file:
```
! wB97M-V def2-TZVPD RIJCOSX def2/J DEFGRID3
* xyz 2 5
H -4.30 -0.03 -3.82
C 0.11 -3.94 -1.20
C 2.30 4.73 1.35
C -3.15 0.54 1.52
H 1.13 -3.73 -1.49
C 2.67 -0.93 3.21
H -5.16 0.27 0.82
H 3.89 1.81 0.46
C -1.37 0.06 -2.10
H 3.69 2.45 2.11
C -0.75 3.74 0.28
N -3.32 -3.78 2.95
N -3.22 -1.63 2.22
C -0.32 -5.26 -1.11
H 2.12 -2.31 0.47
H -4.33 -3.77 2.92
H 2.40 2.54 -1.37
H -1.98 -6.57 -0.72
C 2.98 -1.29 -3.83
H 4.54 -1.25 4.01
H -2.54 4.73 -0.36
C -2.33 1.67 1.04
C 2.39 3.52 -0.88
C -0.20 2.58 0.82
H 1.33 2.39 2.23
N 3.68 -0.72 4.05
N -2.51 -0.53 1.80
H 3.10 5.38 0.99
C -2.10 -3.18 -0.62
H -3.63 2.30 -4.32
H -0.11 4.56 0.00
C -0.78 -2.89 -0.97
H 3.59 -0.03 4.77
C 1.27 2.41 1.14
C 2.76 -0.54 -1.17
C -2.11 3.84 0.08
C -3.38 0.37 -3.41
H -4.92 1.73 1.78
H 1.50 -3.20 1.72
H 0.37 -6.07 -1.31
C 1.74 -1.32 -3.20
S -0.90 -2.77 2.76
N 2.86 -1.84 2.25
S 1.24 -0.03 3.42
C -1.64 -5.54 -0.77
H -3.57 -4.72 -0.30
C -3.00 1.67 -3.69
N 1.81 -2.27 1.43
C 4.11 -0.89 -3.13
C -2.53 -4.50 -0.53
H 3.73 -2.35 2.21
Ir -0.20 -0.65 1.48
H -1.50 3.18 -3.44
C 1.62 -0.96 -1.86
H 0.87 -1.63 -3.77
H 1.55 4.09 -1.27
H 2.68 -0.21 -0.14
C -1.00 1.37 -2.40
H -2.86 -1.46 -2.44
H -3.99 2.85 0.34
H 1.36 5.25 1.20
H 3.30 4.04 -1.19
C -2.57 -0.44 -2.61
C -1.81 2.17 -3.19
H -2.80 -2.38 -0.43
Ge -0.15 -1.04 -1.05
H -4.98 0.18 2.58
H -2.87 -4.62 3.30
C -4.63 0.68 1.68
C 4.00 -0.51 -1.80
C -2.92 2.79 0.48
H -4.23 -1.60 2.18
H 3.06 -1.57 -4.87
H 1.54 1.39 0.82
C 2.37 3.37 0.64
H 4.53 3.40 0.88
H 4.88 -0.17 -1.26
H 5.07 -0.86 -3.63
C 3.70 2.71 1.05
H 2.44 4.60 2.43
N -1.00 1.56 1.17
C -2.57 -2.74 2.63
H -0.06 1.76 -2.04
*
```

Output
* energy relative to the best compared isomer or geometry (same formula, charge and spin): 1.4 kJ/mol
* M: 851.7 g/mol
* Kohn-Sham gap (spin up / spin down): 6.28 / 6.32 eV
* highest occupied orbital energy (spin up / spin down): -12.0 / -13.7 eV

Taken from the Mulliken analysis, the atomic charges in e are: 0.47 -0.43 -1.67 0.79 0.38 0.97 0.41 0.13 0.44 0.33 -0.45 -0.35 -0.54 -0.80 0.16 0.21 0.14 0.44 -0.74 0.19 0.46 0.68 -1.37 0.43 0.39 -0.44 0.02 0.48 -0.14 0.44 0.44 0.69 0.23 1.32 0.81 -1.62 -0.87 0.50 0.45 0.47 -0.60 -0.53 -0.38 -0.55 -0.70 0.49 -0.68 -0.70 -0.73 -1.01 0.24 2.18 0.50 0.78 0.45 0.27 -0.35 -0.24 0.49 0.39 0.28 0.53 -0.25 -0.61 0.58 -0.41 0.51 0.25 -2.10 -1.00 -0.62 0.24 0.44 -1.55 1.67 0.52 0.45 0.41 -1.63 0.40 -0.04 0.68 0.48

***

The following is a DFT calculation (ωB97M-V/def2-TZVPD) of C20H35N8O4PSiW as an isolated structure in a non-equilibrium geometry.

ORCA input file:
```
! wB97M-V def2-TZVPD RIJCOSX def2/J DEFGRID3
* xyz 4 1
H 0.22 5.89 0.37
H -0.68 -1.62 -5.15
H 5.33 -1.28 1.05
H 3.16 -2.01 -1.00
H 0.69 2.60 -4.63
O -2.10 -3.52 1.08
C 1.66 3.62 -0.84
H -1.45 -1.07 -2.41
H 2.29 4.35 -1.32
H 6.69 -2.77 -0.16
C 0.88 5.23 0.93
H -0.13 2.74 -3.06
H 5.55 -3.08 -1.30
H 3.20 0.36 -0.34
N 0.04 0.14 1.85
C 1.42 2.33 -1.16
H 2.96 -0.07 1.20
N -0.46 0.72 3.90
H -0.31 1.26 5.93
H 1.90 -0.44 -2.50
C 0.27 -0.95 2.69
N 2.79 -0.37 0.25
H 0.04 -1.15 4.88
C -0.14 2.23 -4.02
C -4.31 1.60 0.31
H -1.96 1.20 5.31
W -0.38 -0.19 -0.32
C 0.01 -3.03 0.00
C 1.71 -0.24 -3.55
H -1.06 2.52 -4.54
C -3.42 0.74 -0.25
H 2.46 0.47 -3.91
N -3.58 2.45 1.12
H 3.12 -2.38 0.72
N 5.68 -2.83 -0.32
C -0.03 -0.59 3.96
N -2.16 1.06 0.21
H -5.05 3.91 1.44
H 1.81 1.76 -1.98
H 5.35 -3.62 0.24
H -5.38 1.68 0.19
C -2.29 2.10 1.04
C 5.00 -1.54 0.05
P -0.92 2.76 2.03
H 0.68 -1.88 2.35
O -1.67 -1.39 0.36
H -4.44 3.15 2.92
O 0.64 -4.00 0.07
H 0.53 5.14 1.95
C 3.47 -1.65 -0.02
H -0.20 -0.28 -6.19
C -1.41 -2.75 0.55
H -1.82 -0.30 -5.48
C -1.12 -0.03 -2.23
C -4.16 3.53 1.94
H 5.37 -0.78 -0.64
H -0.89 2.55 4.87
H -3.45 4.34 2.04
C -0.42 1.12 2.63
C -0.77 -0.54 -5.29
H 1.88 5.64 0.93
H -1.99 0.61 -2.36
C 0.23 2.80 0.63
O 0.49 -1.80 -0.52
N 0.52 1.81 -0.23
N 0.91 3.90 0.28
H 1.87 -1.17 -4.09
Si -0.05 0.39 -3.90
H -3.63 -0.07 -0.92
C -0.94 1.48 5.08
*
```

Output
* M: 694.5 g/mol
* Kohn-Sham gap: 6.40 eV
* highest occupied orbital energy: -20.1 eV

Taken from the natural (NBO) analysis, the atomic charges in e are: 0.26 0.27 0.24 0.22 0.29 -0.31 -0.02 0.32 0.28 0.47 -0.42 0.23 0.45 0.38 -0.58 -0.06 0.39 -0.27 0.26 0.19 -0.09 -0.81 0.28 -1.16 -0.01 0.25 2.37 0.67 -1.14 0.29 -0.05 0.27 -0.27 0.22 -0.67 0.00 -0.55 0.27 0.26 0.45 0.28 0.10 -0.23 0.87 0.23 -0.67 0.25 -0.35 0.24 -0.25 0.30 0.67 0.28 -1.18 -0.42 0.24 0.24 0.23 0.13 -1.15 0.26 0.31 0.12 -0.67 -0.58 -0.26 0.28 1.73 0.26 -0.42